Entry from the OMol25 dataset: a cluster of 6 separate species, H14NO5 in total in a non-equilibrium geometry (wB97M-V/def2-TZVPD).

## Properties
molar mass	108.1	g/mol
2S+1	1
relative energy (zero: lowest compared OMol25 entry of this formula, charge and spin)	1.393	eV
orbital gap	10.9	eV
E	-439.11873	Eh
net charge	+1

Cartesian coordinates (Å):
N -0.4349 -0.8752 0.4518
H -0.7735 0.0490 0.1515
H -0.5690 -1.4333 -0.4073
H 0.5814 -0.7716 0.6927
H -1.0110 -1.3324 1.1525
H -2.0506 1.4112 1.8180
H -2.1764 2.6763 1.0736
O -1.5189 1.9993 1.2690
H 2.1813 1.0546 1.3001
H 2.6013 0.9176 -0.0576
O 1.8788 0.5979 0.5013
H 0.4278 2.6551 1.2024
H 1.5717 3.6341 0.8690
O 1.3347 2.9216 1.4538
H 0.0080 0.0095 -3.9758
H 0.9669 -1.0821 -3.6312
O 0.0266 -0.8679 -3.5836
H -0.6922 -4.3935 0.4095
H -1.8332 -4.1407 -0.6651
O -1.2229 -3.7465 -0.0379

Forces on atoms 1 to 2 (eV/Å):
N 0.1433 -0.0053 -1.4459
H -0.0030 0.1315 0.8088

Löwdin charges in e: 0.2898 0.1166 0.1265 0.1194 0.1354 0.0589 0.0721 -0.0396 0.0513 0.0730 -0.0750 0.0120 0.0474 -0.0591 0.0359 0.0384 -0.0641 0.0425 0.0575 -0.0391